1.
This record from the OMol25 dataset describes a molecular structure, C16H28Cl3Cs2F5N3O9V at a distorted geometry. The level of theory is wB97M-V/def2-TZVPD.

Results
F_max (eV Å⁻¹): 7.49
HOMO-LUMO gap (eV): 1.480
Energy (eV): -117867.189
LUMO energy (eV): -5.2
Charge: 0

Last column: Löwdin charge in e.
Geometry (Å):
1 O 7.5535 -0.4408 5.1881  -0.39
2 C 6.5826 -0.3855 4.4385  -0.52
3 C 6.3798 0.4151 3.1867  -0.11
4 C 5.5484 -0.5325 2.3157  -0.11
5 C 4.8604 -1.4925 3.3043  -0.23
6 C 3.3647 -1.3944 3.3987  -0.19
7 O 3.0157 -0.0193 3.1099  -0.39
8 C 2.1846 0.5714 4.0170  -0.90
9 F 2.6267 0.4158 5.2292  0.23
10 F 0.8914 0.1386 3.9694  -0.08
11 F 2.1259 1.8235 3.7042  0.18
12 N 5.4512 -1.1058 4.6261  0.15
13 H 5.6797 1.1920 3.4995  0.14
14 H 7.2138 0.9339 2.7448  0.06
15 H 4.8667 0.0798 1.7499  0.11
16 H 6.0937 -1.0958 1.5718  0.12
17 H 5.1611 -2.4954 3.0325  0.15
18 H 2.9288 -2.0829 2.6760  0.08
19 H 3.0285 -1.6913 4.3855  0.14
20 H 5.6061 -1.8693 5.2722  0.16
21 F 3.5319 3.9298 3.8717  -0.66
22 O -2.5995 1.3936 6.1993  -0.60
23 V -1.7431 -0.0150 6.3515  0.99
24 O -0.9443 -1.4529 6.5912  -0.61
25 F 3.8658 -1.8705 0.8241  -0.64
26 C 8.2547 3.9508 4.4035  -0.14
27 C 7.4631 3.6932 3.2164  -0.28
28 N 6.8521 3.4866 2.2754  0.20
29 H 7.6088 4.0331 5.2785  0.11
30 H 8.9594 3.1367 4.5599  -0.18
31 H 8.8042 4.8817 4.2803  0.10
32 Cs 9.2904 1.0517 4.7556  1.54
33 C -4.4781 0.1356 2.6222  -1.52
34 Cl -4.7211 -0.7288 4.1362  0.56
35 Cl -2.7579 0.2964 2.2640  0.53
36 Cl -5.3195 -0.6679 1.2971  0.57
37 H -4.8878 1.1298 2.7285  0.02
38 Cs 1.3422 -0.1458 1.5383  1.56
39 C -5.4884 -0.0276 -2.0608  -0.06
40 O -6.0186 0.0074 -3.3919  -0.03
41 C -6.9287 0.9618 -3.5897  -0.62
42 O -7.3118 1.7518 -2.7716  0.14
43 O -7.3389 0.8821 -4.8542  -0.01
44 C -8.3233 1.8572 -5.2179  -0.03
45 H -4.7703 -0.8415 -2.0439  0.09
46 H -4.9902 0.9092 -1.8240  0.10
47 H -6.2813 -0.2178 -1.3436  0.06
48 H -7.9259 2.8621 -5.1000  0.10
49 H -9.2176 1.7415 -4.6105  0.10
50 H -8.5527 1.6671 -6.2610  0.09
51 C -4.3302 -3.2702 -7.4072  -0.37
52 O -3.1913 -2.8983 -7.6084  0.01
53 N -5.2068 -2.6422 -6.6057  -0.19
54 C -6.5537 -3.1307 -6.4036  -0.06
55 C -4.7886 -1.4288 -5.9177  -0.03
56 H -4.7488 -4.1776 -7.8786  0.13
57 H -7.2876 -2.3871 -6.7213  0.09
58 H -6.7298 -3.3593 -5.3503  0.09
59 H -6.7024 -4.0378 -6.9854  0.08
60 H -4.4880 -0.6725 -6.6433  0.10
61 H -3.9327 -1.6382 -5.2750  0.10
62 H -5.6088 -1.0542 -5.3200  0.05
63 C 3.3671 0.3909 -3.4996  -0.29
64 O 2.8221 0.4826 -2.3068  -0.07
65 H 2.7188 0.0227 -4.3149  0.08
66 H 3.8630 1.3409 -3.8279  0.10
67 H 4.2609 -0.2964 -3.4786  0.13

---

2.
This record from the OMol25 dataset describes 2 unconnected molecules or ions with the total composition CH7O2 at a distorted geometry. The level of theory is wB97M-V/def2-TZVPD.

Results
F_max (eV Å⁻¹): 3.73
HOMO-LUMO gap (eV): 13.431
Energy (eV): -5236.605
LUMO energy (eV): -4.1
Charge: +1

Last column: Löwdin charge in e.
Geometry (Å):
1 O -1.7090 -0.2539 0.9957  0.03
2 H -2.6562 -0.1897 1.1265  0.11
3 H -1.4167 -0.3282 1.9475  0.14
4 H -0.5915 -0.1526 0.0659  0.23
5 C 1.6705 0.1614 -0.4039  -0.01
6 O 0.2624 0.0627 -0.7648  -0.03
7 H 2.2053 -0.5724 -0.9562  0.09
8 H 1.6935 0.1065 0.7380  0.13
9 H 1.9091 1.2375 -0.7070  0.13
10 H 0.4064 0.4595 -1.6388  0.16

---

3.
This record from the OMol25 dataset describes a molecular structure, C30H30N9O6SW at a distorted geometry. The level of theory is wB97M-V/def2-TZVPD.

Results
F_max (eV Å⁻¹): 1.00
HOMO-LUMO gap (eV): 6.107
Energy (eV): -69948.159
LUMO energy (eV): -4.3
Charge: +1

Last column: Löwdin charge in e.
Geometry (Å):
1 W 0.1020 -0.8950 -0.4262  1.90
2 C -1.1025 -5.0406 1.2393  -0.06
3 O -2.2480 -4.4735 1.8520  -0.06
4 C -2.8155 -3.3435 1.3429  -0.20
5 C -4.1461 -3.1196 1.6946  0.01
6 C -4.8338 -1.9979 1.2626  -0.07
7 C -4.2037 -1.0489 0.4661  -0.03
8 C -2.8789 -1.2541 0.1219  -0.16
9 C -2.0351 -0.2866 -0.6358  -0.21
10 N -1.2397 0.5557 0.1023  -0.15
11 N -0.9747 1.8131 -0.4712  0.14
12 C -0.2576 1.6854 -1.5268  -0.40
13 O 0.1582 0.4667 -1.9157  -0.26
14 C 0.1366 2.8438 -2.3471  -0.15
15 C 1.0088 2.6839 -3.4178  -0.03
16 C 1.3917 3.7797 -4.1752  -0.07
17 C 0.9025 5.0388 -3.8634  -0.07
18 C 0.0250 5.2001 -2.7981  -0.06
19 C -0.3608 4.1085 -2.0412  -0.01
20 C -2.1966 -2.3887 0.5360  -0.23
21 O -0.9001 -2.4787 0.1068  -0.28
22 H -0.2089 -4.4411 1.4236  0.07
23 H -1.2438 -5.1520 0.1615  0.10
24 H -0.9873 -6.0236 1.6906  0.10
25 H -4.6285 -3.8644 2.3128  0.12
26 H -5.8659 -1.8633 1.5537  0.11
27 H -4.7267 -0.1609 0.1380  0.12
28 H -2.4401 0.1110 -1.5697  0.14
29 H 1.3798 1.6976 -3.6640  0.09
30 H 2.0696 3.6526 -5.0088  0.11
31 H 1.2011 5.8958 -4.4517  0.11
32 H -0.3595 6.1822 -2.5587  0.11
33 H -1.0376 4.2216 -1.2067  0.11
34 N 2.5963 -0.4778 -2.1001  0.02
35 N 3.0849 0.6480 -1.4343  0.01
36 C 2.4260 1.1619 -0.3258  -0.66
37 O 2.7211 2.2508 0.1012  0.10
38 O 1.5836 0.3267 0.2531  -0.26
39 H 3.3723 -1.0886 -2.3292  0.11
40 H 2.1171 -0.2073 -2.9541  0.07
41 H 3.5771 1.3492 -1.9689  0.15
42 N 2.9416 -4.1145 0.4494  0.07
43 C 2.4933 -2.9221 0.8489  -0.08
44 N 1.6717 -2.4619 -0.0721  0.02
45 C 1.6530 -3.4383 -1.0217  -0.31
46 N 2.4199 -4.4629 -0.7449  0.17
47 C 0.8463 -3.2453 -2.2255  -0.16
48 C 0.8043 -4.1361 -3.2819  -0.03
49 N 0.0636 -3.8924 -4.3590  0.12
50 C -0.6251 -2.7621 -4.3898  -0.06
51 C -0.5936 -1.8378 -3.3462  -0.04
52 N 0.1410 -2.0907 -2.2647  -0.01
53 H 3.5893 -4.7294 0.9167  0.17
54 H 2.7785 -2.4284 1.7625  0.14
55 H 1.3767 -5.0534 -3.2501  0.13
56 H -1.2276 -2.5649 -5.2664  0.12
57 H -1.1386 -0.9062 -3.3663  0.12
58 C -0.1897 5.5548 3.2622  -0.04
59 C 0.1018 4.0860 3.1632  -0.25
60 C 1.4103 3.6182 3.2105  -0.02
61 C 1.6839 2.2651 3.1024  -0.07
62 C 0.6273 1.3778 2.9789  -0.41
63 C -0.6907 1.8125 2.9312  -0.07
64 C -0.9389 3.1678 3.0185  -0.02
65 S 1.0294 -0.3284 2.8254  1.02
66 C 0.3092 -0.9714 4.3273  -0.20
67 O 0.0997 -0.9881 1.7938  -0.61
68 H 0.6721 6.1481 2.9624  0.08
69 H -0.4430 5.8278 4.2884  0.09
70 H -1.0334 5.8301 2.6303  0.08
71 H 2.2278 4.3222 3.2934  0.12
72 H 2.7068 1.9131 3.0835  0.12
73 H -1.4968 1.1081 2.7801  0.11
74 H -1.9593 3.5240 2.9547  0.12
75 H -0.7276 -0.6471 4.3869  0.07
76 H 0.8847 -0.5851 5.1671  0.07
77 H 0.3698 -2.0561 4.2819  0.06

---

4.
This record from the OMol25 dataset describes C8H8N2S in the gas phase at a distorted geometry. The level of theory is wB97M-V/def2-TZVPD.

Results
F_max (eV Å⁻¹): 3.25
HOMO-LUMO gap (eV): 9.301
Energy (eV): -22237.804
LUMO energy (eV): 0.6
Charge: 0
Structure (SMILES): CC1=C[C@@H]2[C@H](S1)N2/C=C\C#N

Last column: Löwdin charge in e.
Geometry (Å):
1 C -2.3543 0.2859 1.7329  -0.12
2 C -1.1311 0.7858 1.0858  -0.53
3 C 0.1478 0.6578 1.5497  -0.10
4 C 1.2088 1.0889 0.5930  -0.21
5 C 0.5963 1.4247 -0.6892  -0.55
6 S -1.1652 1.4375 -0.6297  0.98
7 N 1.3027 0.1694 -0.6471  -0.03
8 C 0.9073 -1.1946 -0.7075  -0.10
9 C 0.9993 -1.9729 -1.8011  -0.11
10 C 1.2227 -1.4282 -3.0327  -0.28
11 N 1.2842 -0.9252 -4.0478  0.16
12 H -2.3927 -0.8860 1.7127  0.13
13 H -3.2808 0.7699 1.4042  0.07
14 H -2.4904 0.5932 2.7564  0.07
15 H 0.3481 0.3334 2.5808  0.12
16 H 2.2112 1.5042 0.9506  0.16
17 H 1.0903 1.9832 -1.4353  0.10
18 H 0.5409 -1.5880 0.2331  0.11
19 H 0.9548 -3.0387 -1.6087  0.11

---

5.
This record from the OMol25 dataset describes a molecular structure, C48H59Cl2F10N3O2SeTeV at a distorted geometry. The level of theory is wB97M-V/def2-TZVPD.

Results
F_max (eV Å⁻¹): 1.14
Expectation value of S²: 3.759
HOMO-LUMO gap (spin up / spin down) (eV): 4.997 / 5.071
Energy (eV): -209847.330
LUMO energy (spin up / spin down) (eV): 3.6 / 3.6
Spin multiplicity: 4
Charge: -2

Last column: Mulliken spin population.
Geometry (Å):
1 V -1.3990 0.0608 0.1070  2.81
2 C 4.3477 3.9785 -3.8217  0.00
3 C 3.2460 2.9793 -4.1744  0.00
4 C 3.8832 1.8215 -4.9581  0.00
5 C 2.2167 3.6925 -5.0638  0.00
6 C 2.5391 2.4335 -2.9335  0.01
7 C 1.5205 1.4934 -3.0631  -0.01
8 C 0.8480 1.0348 -1.9499  0.04
9 Se -0.4806 -0.3372 -2.1537  0.02
10 C 0.5328 -1.8861 -1.6431  -0.01
11 C 1.2612 -2.6033 -2.5832  0.00
12 C 2.0686 -3.6555 -2.1855  0.01
13 C 2.1936 -3.8608 -0.8016  0.00
14 C 1.5034 -3.1522 0.1628  -0.01
15 C 0.5262 -2.1877 -0.2600  0.06
16 O -0.2995 -1.6174 0.5522  -0.02
17 C 1.8092 -3.3097 1.6553  0.01
18 C 0.6004 -3.9005 2.3917  0.00
19 C 3.0222 -4.2075 1.9024  0.00
20 C 2.1368 -1.9203 2.2371  0.00
21 C 2.8563 -4.5280 -3.1598  0.00
22 C 2.5227 -6.0085 -2.9212  0.00
23 C 2.5224 -4.2005 -4.6159  0.00
24 C 4.3648 -4.3172 -2.9567  0.00
25 C 1.0896 1.4980 -0.6240  0.03
26 O 0.3229 1.1206 0.3465  -0.04
27 C 2.2001 2.3822 -0.4838  -0.01
28 C 2.8595 2.8129 -1.6335  0.00
29 C 2.7734 2.8750 0.8627  0.00
30 C 1.9787 2.4172 2.0917  0.00
31 C 4.2020 2.3247 1.0083  0.00
32 C 2.8080 4.4104 0.8940  0.00
33 H 4.8197 4.3448 -4.7384  0.00
34 H 5.1211 3.5128 -3.2042  0.00
35 H 3.9417 4.8379 -3.2811  0.00
36 H 4.4080 2.1961 -5.8452  0.00
37 H 3.1292 1.1033 -5.2869  0.00
38 H 4.5991 1.2894 -4.3266  0.00
39 H 2.6921 4.0951 -5.9666  0.00
40 H 1.7532 4.5165 -4.5160  0.00
41 H 1.4219 3.0097 -5.3708  0.00
42 H 1.2292 1.1035 -4.0330  0.00
43 H 1.1794 -2.3035 -3.6218  0.00
44 H 2.9044 -4.6129 -0.4739  0.00
45 H 0.3944 -4.9175 2.0383  0.00
46 H -0.2817 -3.2850 2.2207  -0.01
47 H 0.7958 -3.9359 3.4706  0.00
48 H 2.8462 -5.2339 1.5644  0.00
49 H 3.2342 -4.2382 2.9746  0.00
50 H 3.9088 -3.8202 1.3911  0.00
51 H 1.2994 -1.2385 2.0999  0.00
52 H 3.0125 -1.4985 1.7328  0.00
53 H 2.3501 -1.9950 3.3093  0.00
54 H 1.4513 -6.1810 -3.0513  0.00
55 H 2.7926 -6.3179 -1.9092  0.00
56 H 3.0686 -6.6428 -3.6293  0.00
57 H 1.4536 -4.3234 -4.8095  0.00
58 H 3.0719 -4.8721 -5.2825  0.00
59 H 2.8027 -3.1740 -4.8658  0.00
60 H 4.6681 -4.5986 -1.9453  0.00
61 H 4.6229 -3.2661 -3.1069  0.00
62 H 4.9391 -4.9234 -3.6674  0.00
63 H 3.6891 3.4976 -1.4954  0.00
64 H 1.8977 1.3324 2.1387  0.00
65 H 0.9711 2.8329 2.0654  0.00
66 H 2.4823 2.7736 2.9987  0.00
67 H 4.1844 1.2319 0.9853  0.00
68 H 4.6379 2.6459 1.9612  0.00
69 H 4.8524 2.6699 0.2003  0.00
70 H 1.7953 4.8140 0.8126  0.00
71 H 3.4043 4.8296 0.0795  0.00
72 H 3.2390 4.7538 1.8412  0.00
73 C -3.1890 -2.3723 -0.7564  0.02
74 N -3.5150 -0.9563 -0.5270  0.02
75 C -4.7486 -0.8636 0.3041  -0.03
76 C -4.9443 0.4488 1.0795  0.08
77 N -4.5677 0.2641 2.4688  0.00
78 C -4.8228 1.1993 3.3568  0.00
79 C -5.5037 2.4613 3.2266  0.00
80 F -6.0273 2.8481 2.0304  0.00
81 C -5.6873 3.3494 4.2657  0.00
82 F -6.3396 4.5068 4.0380  0.00
83 C -5.2323 3.0892 5.5415  0.00
84 F -5.4176 3.9729 6.5559  0.00
85 C -4.5861 1.8810 5.7469  0.00
86 F -4.1497 1.5792 6.9870  0.00
87 C -4.3918 0.9965 4.7188  0.00
88 F -3.7529 -0.1606 5.0143  0.00
89 C -3.7357 -0.2874 -1.8262  0.03
90 C -3.3496 1.2074 -1.8782  0.01
91 N -2.5092 1.6014 -0.7491  -0.12
92 C -2.0909 2.8905 -0.7163  0.09
93 C -2.0615 3.8541 -1.7550  0.01
94 F -2.5764 3.5941 -2.9824  0.00
95 C -1.5010 5.1121 -1.6117  0.00
96 F -1.4791 5.9431 -2.6700  0.00
97 C -0.9641 5.5356 -0.4217  0.02
98 F -0.3895 6.7481 -0.3029  0.00
99 C -1.0561 4.6762 0.6575  -0.01
100 F -0.6309 5.0825 1.8640  0.00
101 C -1.6114 3.4318 0.5087  -0.04
102 F -1.7784 2.6953 1.6163  0.01
103 H -4.0287 -2.9101 -1.2251  0.00
104 H -2.3127 -2.4623 -1.3962  0.00
105 H -2.9487 -2.8482 0.1919  0.00
106 H -5.6202 -1.0366 -0.3410  -0.01
107 H -4.7295 -1.6669 1.0397  0.00
108 H -4.3218 1.2216 0.6212  0.02
109 H -5.9929 0.7465 0.9663  0.00
110 H -3.1489 -0.8189 -2.5701  0.00
111 H -4.7855 -0.3901 -2.1250  0.00
112 H -2.8460 1.3652 -2.8346  0.01
113 H -4.2602 1.8195 -1.8888  -0.01
114 Cl 0.3729 0.5038 4.9616  0.00
115 C -0.8677 1.1347 3.8522  0.01
116 Cl -1.4582 -0.1339 2.7713  0.00
117 H -0.4175 1.9141 3.2569  0.00
118 H -1.7027 1.4930 4.4404  0.00
119 C -3.5123 -4.9950 2.7026  0.00
120 Te -3.2206 -2.9209 3.2361  0.00
121 C -2.1897 -3.4390 5.0404  0.00
122 H -3.9950 -5.5378 3.5157  0.00
123 H -2.5637 -5.4745 2.4551  0.00
124 H -4.1596 -5.0262 1.8246  0.00
125 H -1.4544 -4.2216 4.8521  0.00
126 H -2.9030 -3.7636 5.7964  0.00
127 H -1.6837 -2.5362 5.3898  0.00

---

6.
This record from the OMol25 dataset describes a molecular structure, C16H16CdO10 at a distorted geometry. The level of theory is wB97M-V/def2-TZVPD.

Results
F_max (eV Å⁻¹): 1.30
HOMO-LUMO gap (eV): 6.195
Energy (eV): -41892.205
LUMO energy (eV): 4.2
Charge: -2

Last column: Löwdin charge in e.
Geometry (Å):
1 Cd 0.2932 -0.1780 0.1017  1.39
2 C 2.7001 3.1830 1.0618  -0.02
3 C 1.8718 2.2043 0.6012  -0.38
4 C 1.0129 2.4941 -0.6915  -0.38
5 O 0.1060 1.6516 -0.9770  -0.15
6 C 1.3287 3.5858 -1.4568  -0.02
7 C 2.2845 4.5680 -1.0471  -0.39
8 C 2.9701 4.3768 0.3199  -0.39
9 O 3.7300 5.2473 0.7209  0.01
10 O 2.6080 5.5212 -1.7421  0.00
11 O 1.6935 1.0772 1.1774  -0.16
12 H 3.1519 3.0849 2.0422  0.10
13 H 0.7933 3.7241 -2.3887  0.10
14 C -3.3753 -1.6852 -1.2296  -0.02
15 C -2.2992 -1.2407 -0.5344  -0.37
16 C -2.5356 -0.2984 0.7053  -0.38
17 O -1.5081 0.1362 1.3180  -0.15
18 C -3.8141 -0.0145 1.0730  -0.02
19 C -4.9540 -0.5372 0.3923  -0.39
20 C -4.7277 -1.3847 -0.8721  -0.38
21 O -5.6951 -1.7369 -1.5329  0.01
22 O -6.1045 -0.3467 0.7642  0.00
23 O -1.0853 -1.4926 -0.8718  -0.18
24 H -3.1954 -2.2527 -2.1367  0.10
25 H -3.9623 0.6273 1.9327  0.10
26 C 1.2427 -1.1804 -3.5157  -0.08
27 C 1.8314 -1.7736 -2.2555  -0.30
28 O 2.0360 -0.7724 -1.2492  -0.16
29 H 1.5568 -1.7662 -4.3865  0.07
30 H 1.6326 -0.1718 -3.6623  0.08
31 H 0.1558 -1.1585 -3.4880  0.07
32 H 2.7949 -2.2516 -2.4672  0.10
33 H 1.1632 -2.5063 -1.8072  0.10
34 H 2.7305 -0.1716 -1.5327  0.10
35 C -0.2593 -2.3425 3.6647  -0.08
36 C 0.8748 -1.6167 2.9712  -0.30
37 O 0.8214 -1.7972 1.5555  -0.16
38 H -1.2232 -2.0669 3.2386  0.08
39 H -0.2633 -2.0891 4.7286  0.07
40 H -0.1377 -3.4289 3.6064  0.07
41 H 1.8397 -1.9719 3.3515  0.11
42 H 0.8416 -0.5470 3.1601  0.11
43 H 1.0746 -2.7014 1.3582  0.10

---

7.
This record from the OMol25 dataset describes C5H9NS in the gas phase at a distorted geometry. The level of theory is wB97M-V/def2-TZVPD.

Results
F_max (eV Å⁻¹): 4.47
HOMO-LUMO gap (eV): 9.720
Energy (eV): -17651.376
LUMO energy (eV): 0.9
Charge: 0
Structure (SMILES): N[C@@H]1CC[C@H]2S[C@H]12

Last column: Löwdin charge in e.
Geometry (Å):
1 N -1.7408 0.7743 0.8544  -0.01
2 C -0.2563 0.6255 1.1451  -0.41
3 C 0.4446 1.7927 0.3386  -0.12
4 C 0.9828 1.0952 -0.9622  -0.20
5 C 0.2542 -0.1976 -0.8991  -0.64
6 S 0.0666 -1.8954 -0.5526  0.93
7 C 0.4064 -0.5327 0.5565  -0.55
8 H -2.3639 0.2887 1.5649  0.09
9 H -1.9020 0.4170 -0.2352  0.13
10 H -0.0900 0.7761 2.1551  0.11
11 H 1.5906 2.1247 0.7358  0.16
12 H -0.4963 2.5248 0.3523  0.14
13 H 0.6998 1.6771 -1.8766  0.12
14 H 2.0812 0.9336 -0.8956  0.11
15 H -0.7623 -0.0361 -1.0649  0.01
16 H 1.3723 -0.4986 1.0516  0.12

---

8.
This record from the OMol25 dataset describes 2 unconnected molecules or ions with the total composition C2H3Br3ClP at a distorted geometry. The level of theory is wB97M-V/def2-TZVPD.

Results
F_max (eV Å⁻¹): 2.50
HOMO-LUMO gap (spin up / spin down) (eV): 7.038 / 7.344
Energy (eV): -234059.626
LUMO energy (spin up / spin down) (eV): -1.2 / -1.3
Charge: 0

Last column: Löwdin charge in e.
Geometry (Å):
1 C -0.4612 1.3856 0.4156  -0.30
2 C 0.6111 0.4154 0.4093  -1.35
3 P 0.3735 -2.0691 -0.7884  0.01
4 Cl 0.2080 -3.0725 -2.5535  0.04
5 Br 2.2940 1.0045 -0.3743  0.60
6 Br 0.7183 -0.5043 2.0801  0.62
7 Br -1.7020 -1.8033 -0.3333  0.21
8 H -0.2447 1.9177 -0.4875  0.05
9 H -0.3391 1.7827 1.4430  0.08
10 H -1.4580 0.9432 0.1889  0.05